[1]
{
  "formula": "CH7N3S",
  "method": "the ωB97M-V functional and the def2-TZVPD basis",
  "e_homo_ev": -9.025,
  "de_lowest_kcal_mol": 56.9,
  "smiles": "N/N=N\\S.C",
  "e_tot_ev": -16453.3509,
  "orbital_gap_ev": 9.816,
  "species": ["N", "N", "N", "S", "H", "H", "H", "C", "H", "H", "H", "H"],
  "positions_angstrom": [[-1.40, -0.66, 2.22], [-0.68, 0.06, 1.35], [-0.97, 0.44, 0.29], [-2.62, 0.15, -0.34], [-0.87, -1.03, 2.99], [-2.28, -1.10, 2.05], [-2.55, 1.06, -1.30], [2.27, 0.24, -1.45], [1.76, -0.41, -0.74], [1.58, 0.36, -2.37], [3.16, -0.38, -1.63], [2.58, 1.28, -1.08]],
  "mulliken_charge": [-0.236, -0.161, 0.000, -0.214, 0.243, 0.214, 0.157, -0.846, 0.184, 0.191, 0.269, 0.199]
}

[2]
{
  "formula": "C12H14MnN2P",
  "method": "the ωB97M-V functional and the def2-TZVPD basis",
  "e_homo_ev": [-0.459, -2.960],
  "charge": -1,
  "e_tot_ev": -56255.7913,
  "s2": 8.873,
  "multiplicity": 6,
  "orbital_gap_ev": [3.850, 6.153],
  "species": ["C", "C", "C", "C", "C", "Mn", "P", "H", "H", "H", "H", "H", "H", "H", "H", "N", "C", "N", "C", "C", "C", "C", "C", "C", "H", "H", "H", "H", "H", "H"],
  "positions_angstrom": [[0.97, 0.31, -1.46], [2.13, 1.05, -1.48], [2.55, 1.94, -0.48], [1.78, 2.23, 0.67], [0.51, 1.72, 0.91], [-0.01, 0.05, 0.19], [-0.67, -1.91, -1.19], [0.78, -0.21, -2.41], [2.80, 0.97, -2.36], [3.49, 2.46, -0.64], [-0.07, 2.22, 1.70], [2.24, 2.94, 1.38], [-0.68, -3.20, -0.58], [0.04, -2.25, -2.36], [-1.98, -1.80, -1.76], [-1.97, -0.16, 3.84], [-1.00, 0.13, 2.96], [-1.27, -0.42, 1.76], [-2.48, -1.17, 1.91], [-3.11, -2.14, 1.12], [-4.15, -2.89, 1.69], [-4.58, -2.68, 3.01], [-3.94, -1.71, 3.81], [-2.92, -0.99, 3.21], [-2.04, 0.16, 4.80], [-0.12, 0.72, 3.21], [-2.78, -2.30, 0.09], [-4.66, -3.66, 1.09], [-5.39, -3.27, 3.41], [-4.20, -1.50, 4.84]],
  "mulliken_charge": [-0.128, -0.468, -0.208, -0.223, -0.736, -0.349, -0.227, 0.300, 0.245, 0.284, 0.575, 0.235, 0.134, 0.101, 0.098, -0.036, -0.756, -0.094, 0.479, -0.370, -0.880, -0.351, -1.089, 0.852, 0.233, 0.572, -0.126, 0.318, 0.345, 0.271]
}

[3]
{
  "formula": "C27H55Cl3F3N3O26S3",
  "method": "the ωB97M-V functional and the def2-TZVPD basis",
  "e_homo_ev": [-7.119, -12.382],
  "charge": 1,
  "e_tot_ev": -164807.4052,
  "s2": 0.751,
  "multiplicity": 2,
  "orbital_gap_ev": [4.094, 8.901],
  "species": ["N", "H", "H", "H", "H", "N", "H", "H", "H", "H", "N", "H", "H", "H", "H", "C", "O", "O", "C", "F", "F", "F", "C", "C", "H", "H", "H", "H", "H", "H", "C", "Cl", "Cl", "Cl", "H", "C", "C", "C", "O", "C", "O", "O", "H", "H", "H", "H", "H", "H", "C", "C", "C", "O", "C", "O", "O", "H", "H", "H", "H", "H", "H", "C", "C", "C", "O", "C", "O", "O", "H", "H", "H", "H", "H", "H", "C", "C", "C", "O", "C", "O", "O", "H", "H", "H", "H", "H", "H", "C", "C", "O", "S", "O", "O", "O", "H", "H", "H", "H", "C", "C", "O", "S", "O", "O", "O", "H", "H", "H", "H", "C", "C", "O", "S", "O", "O", "O", "H", "H", "H", "H"],
  "positions_angstrom": [[10.21, -12.88, -17.37], [9.64, -12.21, -17.86], [11.17, -12.69, -17.63], [9.89, -13.80, -17.65], [10.02, -12.75, -16.39], [12.28, -14.70, -20.43], [11.79, -14.54, -21.29], [13.06, -15.34, -20.53], [11.62, -14.92, -19.70], [12.62, -13.80, -20.13], [8.29, -14.01, -21.01], [8.91, -13.92, -21.79], [8.73, -14.64, -20.35], [7.33, -14.24, -21.24], [8.40, -13.14, -20.51], [9.27, -16.24, -18.31], [8.68, -15.43, -17.33], [9.97, -15.27, -19.05], [10.14, -17.52, -17.88], [10.87, -18.04, -18.85], [10.96, -17.19, -16.92], [9.41, -18.43, -17.24], [7.36, -15.80, -16.93], [6.68, -14.79, -15.97], [6.74, -13.79, -16.41], [5.64, -15.00, -15.71], [7.17, -14.65, -15.01], [7.45, -16.69, -16.31], [6.67, -15.99, -17.75], [8.47, -16.56, -18.99], [4.92, -18.54, -20.17], [4.85, -20.13, -19.49], [3.78, -18.38, -21.51], [6.61, -18.08, -20.76], [4.59, -17.92, -19.34], [13.55, -15.32, -15.90], [14.40, -15.82, -17.17], [15.11, -17.12, -17.11], [14.79, -17.75, -18.31], [13.95, -17.10, -18.97], [13.51, -17.40, -20.09], [13.48, -16.06, -18.24], [12.85, -14.49, -15.95], [14.19, -15.05, -15.05], [12.93, -16.13, -15.53], [15.14, -15.07, -17.43], [14.86, -17.58, -16.15], [16.19, -16.98, -17.20], [10.63, -17.57, -22.03], [10.36, -19.02, -21.70], [9.81, -19.91, -22.82], [10.85, -20.58, -23.29], [11.89, -20.53, -22.42], [12.97, -21.01, -22.55], [11.56, -19.65, -21.39], [10.99, -17.40, -23.04], [11.20, -16.96, -21.32], [9.64, -17.11, -22.11], [9.79, -19.03, -20.77], [9.51, -19.32, -23.68], [9.07, -20.60, -22.41], [4.76, -13.71, -18.42], [3.69, -12.72, -18.82], [3.89, -11.28, -18.45], [4.08, -10.59, -19.69], [3.95, -11.39, -20.72], [4.15, -11.04, -21.86], [3.60, -12.61, -20.25], [4.58, -14.70, -18.83], [4.84, -13.84, -17.34], [5.79, -13.43, -18.68], [2.72, -13.04, -18.43], [4.73, -11.19, -17.76], [2.98, -10.89, -18.01], [6.31, -19.48, -12.90], [6.64, -18.95, -14.32], [6.76, -19.96, -15.46], [5.95, -19.44, -16.48], [5.21, -18.48, -16.05], [4.46, -17.72, -16.71], [5.44, -18.28, -14.77], [5.38, -20.05, -12.92], [6.12, -18.67, -12.19], [7.05, -20.09, -12.40], [7.47, -18.26, -14.38], [6.42, -20.99, -15.28], [7.81, -20.10, -15.69], [8.25, -22.82, -18.07], [8.56, -21.46, -18.71], [9.05, -21.78, -19.92], [9.81, -23.25, -20.02], [11.25, -23.07, -20.16], [9.17, -24.18, -20.96], [9.40, -23.62, -18.48], [7.34, -23.26, -18.48], [8.11, -22.68, -17.00], [9.38, -20.96, -18.20], [7.77, -20.73, -18.89], [9.72, -15.94, -13.77], [9.29, -15.08, -12.64], [9.01, -15.93, -11.54], [9.73, -17.41, -11.79], [8.84, -18.46, -11.23], [11.11, -17.32, -11.40], [9.49, -17.29, -13.42], [10.77, -15.76, -13.97], [9.20, -15.69, -14.70], [8.43, -14.46, -12.90], [10.06, -14.35, -12.37], [11.61, -19.35, -14.37], [12.34, -20.37, -13.43], [11.83, -21.62, -13.67], [10.26, -21.52, -14.28], [9.31, -21.70, -13.20], [10.15, -22.29, -15.54], [10.29, -19.87, -14.58], [12.00, -19.17, -15.38], [11.65, -18.32, -14.01], [12.10, -20.15, -12.39], [13.42, -20.28, -13.54]],
  "mulliken_charge": [-1.061, 0.776, 0.518, -1.060, 0.503, -0.285, 0.376, 0.150, -0.348, 0.719, -0.357, 0.430, -0.790, 0.367, 0.558, 0.241, 0.442, 0.627, -0.521, -0.110, -0.327, 0.040, 0.948, -1.710, 0.491, 0.434, -0.075, -0.346, 0.331, -0.093, 0.325, -0.093, -0.125, -0.128, -0.037, -0.886, 0.394, -0.490, -0.330, 0.647, -0.643, -0.102, 0.205, 0.481, -0.053, 0.252, 0.278, 0.342, -1.040, 1.656, -0.365, -0.361, 0.518, -0.535, -0.274, 0.516, -0.300, 0.326, -0.663, 0.355, 0.285, -1.171, 0.527, -0.499, -0.342, 0.609, -0.536, -0.415, 0.266, 0.303, 0.234, 0.365, 0.285, 0.301, -1.721, 1.874, 0.029, -0.119, 0.559, -0.656, -0.434, 0.449, 0.399, 0.271, -0.645, 0.331, -0.310, -0.250, 0.240, -0.289, 1.149, -0.528, -0.589, -0.354, 0.372, 0.280, -0.073, 0.045, 1.123, -0.387, -0.478, 1.094, -0.558, -0.574, 0.183, -0.251, -0.809, 0.322, 0.344, 0.082, -0.522, -0.402, 1.109, -0.572, -0.466, -0.065, 0.110, 0.065, 0.327, 0.348]
}

[4]
{
  "formula": "C12H20CuN2O2",
  "method": "the ωB97M-V functional and the def2-TZVPD basis",
  "e_homo_ev": [-7.307, -7.263],
  "de_lowest_kcal_mol": 0.0,
  "e_tot_ev": -64477.0885,
  "s2": 0.765,
  "multiplicity": 2,
  "orbital_gap_ev": [7.828, 6.565],
  "species": ["C", "C", "C", "H", "C", "H", "H", "H", "C", "H", "H", "C", "H", "H", "C", "H", "H", "C", "H", "H", "Cu", "H", "C", "C", "N", "O", "C", "C", "N", "O", "H", "H", "H", "H", "H", "H", "H"],
  "positions_angstrom": [[-1.16, 0.39, -1.26], [-1.73, -0.40, 1.49], [-1.52, -0.81, -1.94], [-0.47, 1.08, -1.77], [-0.99, -1.56, 1.17], [-1.74, -0.11, 2.55], [-2.52, -0.58, -2.40], [-0.41, -2.02, 1.98], [-1.98, -2.10, -1.20], [-1.95, -2.93, -1.91], [-3.04, -1.95, -0.98], [-2.37, 1.03, -0.58], [-3.23, 1.05, -1.27], [-2.15, 2.06, -0.29], [-2.85, 0.21, 0.68], [-3.59, -0.55, 0.38], [-3.37, 0.92, 1.33], [-1.34, -2.59, 0.11], [-2.00, -3.34, 0.58], [-0.42, -3.13, -0.14], [-0.18, -0.02, 0.58], [-0.99, -0.86, -2.93], [3.22, 2.56, 0.90], [2.27, 1.45, 0.64], [0.98, 1.56, 0.93], [0.66, 2.85, 1.40], [2.62, 0.20, 0.05], [3.97, -0.24, -0.37], [1.56, -0.62, -0.13], [1.66, -1.72, -0.75], [2.68, 3.40, 1.35], [3.69, 2.87, -0.04], [4.02, 2.22, 1.58], [-0.28, 2.82, 1.67], [4.26, -1.15, 0.17], [3.98, -0.48, -1.45], [4.71, 0.54, -0.17]],
  "mulliken_charge": [0.222, 0.168, -0.949, 0.547, -0.105, 0.495, 0.383, 0.434, -0.841, 0.390, 0.352, -0.882, 0.424, 0.335, -0.911, 0.271, 0.417, -0.874, 0.452, 0.397, -1.352, 0.310, -1.413, 0.471, 0.008, -0.522, 0.509, -1.382, 1.031, -0.731, 0.398, 0.335, 0.331, 0.339, 0.292, 0.288, 0.361]
}

[5]
{
  "formula": "C45H50BF6MnN8O",
  "method": "the ωB97M-V functional and the def2-TZVPD basis",
  "e_homo_ev": [-10.817, -10.812],
  "charge": 1,
  "e_tot_ev": -109736.6200,
  "s2": 0.794,
  "multiplicity": 2,
  "orbital_gap_ev": [4.970, 4.475],
  "species": ["Mn", "C", "C", "C", "C", "C", "C", "C", "C", "C", "C", "C", "C", "C", "C", "C", "C", "N", "C", "C", "C", "N", "C", "C", "C", "N", "C", "C", "C", "C", "C", "C", "C", "C", "C", "C", "C", "C", "N", "C", "C", "H", "H", "H", "H", "H", "H", "H", "H", "H", "H", "H", "H", "H", "H", "H", "H", "H", "H", "H", "H", "H", "H", "H", "H", "H", "H", "H", "H", "H", "H", "H", "H", "H", "H", "H", "H", "H", "H", "H", "H", "H", "H", "H", "H", "B", "C", "N", "H", "H", "H", "N", "C", "C", "C", "N", "C", "N", "C", "C", "O", "C", "F", "F", "F", "C", "F", "F", "F", "H", "H", "H"],
  "positions_angstrom": [[-0.12, -0.10, 0.18], [-1.69, 4.52, -3.57], [-0.42, 4.69, -2.74], [-0.27, 3.74, -1.59], [-0.23, 4.05, -0.27], [-0.41, 5.38, 0.39], [0.85, 6.25, 0.29], [0.20, 2.85, 0.41], [0.91, 2.83, 1.58], [1.63, 1.69, 1.96], [2.76, 1.75, 2.86], [3.42, 2.99, 3.37], [3.04, 3.33, 4.82], [3.12, 0.47, 3.09], [2.21, -0.35, 2.32], [2.04, -1.69, 2.50], [1.23, -2.43, 1.63], [0.80, -1.92, 0.46], [0.35, -3.02, -0.24], [0.24, -2.99, -1.59], [0.52, -1.81, -2.29], [0.52, -0.59, -1.72], [0.66, 0.27, -2.81], [0.33, 1.60, -2.83], [0.03, 2.32, -1.66], [0.24, 1.77, -0.45], [0.92, -0.46, -4.03], [0.78, -1.77, -3.72], [0.85, -2.97, -4.61], [-0.56, -3.43, -5.03], [1.24, 0.16, -5.35], [-0.01, 0.39, -6.22], [0.34, -4.21, 0.60], [0.94, -3.84, 1.76], [1.24, -4.66, 2.97], [0.30, -4.30, 4.14], [-0.23, -5.52, 0.18], [-1.76, -5.45, 0.10], [1.36, 0.43, 1.53], [4.30, -0.04, 3.84], [5.54, -0.08, 2.93], [-1.73, 5.30, -4.33], [-2.58, 4.62, -2.94], [-1.72, 3.56, -4.07], [-0.39, 5.70, -2.34], [0.45, 4.58, -3.39], [-0.68, 5.24, 1.44], [-1.24, 5.90, -0.09], [1.70, 5.74, 0.76], [0.70, 7.20, 0.80], [1.11, 6.45, -0.75], [1.00, 3.74, 2.16], [3.18, 3.83, 2.72], [4.50, 2.86, 3.31], [1.97, 3.45, 4.93], [3.53, 4.26, 5.11], [3.36, 2.55, 5.50], [2.56, -2.19, 3.30], [0.02, -3.90, -2.14], [0.33, 2.11, -3.78], [1.37, -3.78, -4.10], [1.43, -2.71, -5.50], [-1.16, -3.70, -4.16], [-0.49, -4.29, -5.69], [-1.08, -2.63, -5.56], [1.92, -0.50, -5.89], [1.76, 1.10, -5.19], [-0.76, 0.98, -5.68], [-0.47, -0.56, -6.49], [0.26, 0.91, -7.13], [2.28, -4.48, 3.27], [1.14, -5.71, 2.73], [0.34, -3.24, 4.37], [0.58, -4.87, 5.03], [-0.73, -4.55, 3.88], [0.06, -6.29, 0.90], [0.18, -5.81, -0.79], [-2.19, -5.21, 1.07], [-2.17, -6.40, -0.23], [-2.08, -4.68, -0.61], [4.12, -1.04, 4.23], [4.50, 0.62, 4.69], [5.78, 0.92, 2.55], [5.37, -0.73, 2.07], [6.41, -0.46, 3.48], [-3.05, -2.75, 2.60], [-2.03, -2.03, 1.70], [-1.32, -1.39, 1.04], [-3.95, -1.96, 2.71], [-3.47, -3.76, 2.08], [-2.48, -3.03, 3.63], [-1.13, 0.84, 1.54], [-1.70, 1.36, 2.41], [-2.26, 1.99, 3.48], [-3.60, 2.42, 3.54], [-4.70, 2.78, 3.60], [-1.37, 2.17, 4.57], [-0.61, 2.28, 5.43], [-3.99, -0.44, -0.03], [-3.01, -0.12, -1.16], [-1.71, 0.18, -0.83], [-3.00, -1.33, -2.13], [-4.22, -1.62, -2.61], [-2.18, -1.16, -3.19], [-2.55, -2.43, -1.48], [-3.54, 1.14, -1.90], [-2.90, 1.35, -3.06], [-3.33, 2.23, -1.13], [-4.85, 1.08, -2.17], [-3.74, -1.38, 0.46], [-5.00, -0.52, -0.44], [-3.98, 0.36, 0.71]],
  "mulliken_charge": [-0.636, -1.074, -1.137, 0.847, 0.297, -1.336, -1.057, 0.242, -1.384, 0.279, 0.279, -0.932, -1.086, 0.224, 0.007, -0.774, 0.148, -0.220, 0.260, -0.763, 0.214, 0.137, -0.294, -0.822, -0.025, 0.768, 0.544, 0.694, -1.184, -1.019, -1.358, -0.938, 0.183, 0.670, -1.200, -1.003, -1.205, -0.735, 0.660, -1.092, -1.180, 0.479, 0.305, 0.114, 0.307, 0.445, 0.459, 0.492, 0.200, 0.428, 0.350, 0.878, 0.387, 0.323, 0.248, 0.428, 0.295, 0.544, 0.661, 0.690, 0.454, 0.402, 0.198, 0.503, 0.160, 0.516, 0.455, 0.183, 0.223, 0.418, 0.454, 0.405, 0.230, 0.467, 0.208, 0.377, 0.394, 0.141, 0.484, 0.044, 0.409, 0.285, 0.304, 0.304, 0.443, 1.462, -1.296, 0.645, -0.088, -0.101, -0.191, 0.103, 1.644, 0.004, -0.264, -0.329, -0.119, -0.421, -1.971, 0.117, 0.770, 0.454, -0.342, -0.159, -0.026, 0.244, -0.242, -0.243, -0.318, 0.241, 0.518, 0.412]
}